1.
DFT (the ωB97M-V functional and the def2-TZVPD basis) results for a structure of composition C58H126F12K2N2O35S4.

```
239
Properties=species:S:1:pos:R:3:mulliken_charge:R:1
K -17.160 9.784 13.219 0.954
K -13.522 5.826 15.588 0.943
C -12.049 7.318 11.383 0.669
F -12.006 7.680 12.691 -0.229
F -11.038 7.928 10.724 -0.212
F -11.933 5.992 11.388 -0.207
S -13.681 7.710 10.530 0.941
O -13.954 9.048 11.003 -0.678
O -13.482 7.653 9.074 -0.543
N -14.625 6.535 11.349 -0.392
S -14.960 5.449 10.376 1.054
O -15.831 5.701 9.271 -0.638
O -13.833 4.618 10.090 -0.639
C -16.033 4.303 11.426 0.606
F -16.359 3.178 10.875 -0.199
F -15.374 3.976 12.548 -0.242
F -17.125 4.996 11.699 -0.242
C -13.798 9.337 18.620 0.647
F -13.039 10.330 19.153 -0.228
F -13.183 8.832 17.597 -0.212
F -13.812 8.388 19.528 -0.228
S -15.594 9.972 18.208 0.945
O -16.148 10.604 19.427 -0.508
O -15.301 10.896 17.052 -0.674
N -16.248 8.531 17.523 -0.380
S -17.485 8.457 18.420 1.011
O -17.204 8.305 19.864 -0.610
O -18.531 9.463 18.144 -0.650
C -18.181 6.708 17.815 0.563
F -19.155 6.440 18.702 -0.203
F -18.505 6.640 16.506 -0.205
F -17.286 5.752 18.055 -0.229
C -6.024 13.424 7.395 -0.822
O -7.135 14.259 7.334 -0.279
C -7.709 14.447 8.699 -0.614
C -8.561 15.801 8.853 -0.516
O -9.396 16.009 7.738 -0.166
C -10.034 17.307 7.759 -0.604
C -10.622 17.609 6.326 -0.627
O -9.793 17.059 5.249 -0.230
C -10.319 17.362 4.024 -0.743
H -5.505 12.949 6.562 0.249
H -6.263 12.531 7.974 0.333
H -5.219 13.955 7.903 0.326
H -6.921 14.198 9.410 0.494
H -8.457 13.657 8.617 0.238
H -7.895 16.636 9.072 0.376
H -9.210 15.616 9.709 0.299
H -9.248 18.053 7.874 0.333
H -10.746 17.604 8.529 0.376
H -10.870 18.647 6.107 0.423
H -11.593 17.114 6.290 0.328
H -10.218 18.444 3.940 0.333
H -11.333 16.984 3.894 0.301
H -9.645 16.740 3.437 0.194
C -25.312 4.815 13.238 -0.700
O -25.372 4.968 14.697 -0.367
C -25.633 6.303 15.158 -0.483
C -27.077 6.682 14.707 -0.565
O -28.032 5.799 15.369 -0.170
C -29.352 5.912 14.879 -0.365
C -30.219 5.474 16.037 -0.777
O -30.064 4.077 16.379 -0.313
C -30.757 3.122 15.648 -0.714
H -24.925 5.663 12.673 0.326
H -26.305 4.533 12.887 0.243
H -24.656 3.957 13.097 0.246
H -24.916 7.026 14.769 0.352
H -25.458 6.176 16.227 0.289
H -27.038 6.442 13.645 0.376
H -27.179 7.761 14.825 0.337
H -29.533 5.351 13.962 0.295
H -29.675 6.909 14.579 0.344
H -31.228 5.859 15.895 0.454
H -30.131 6.072 16.944 0.347
H -31.799 3.436 15.713 0.311
H -30.692 2.065 15.904 0.281
H -30.565 3.173 14.577 0.252
C 1.958 16.555 16.223 -0.850
O 0.936 16.178 15.321 -0.274
C -0.088 17.061 15.284 -0.482
C -0.878 16.868 13.948 -0.584
O -1.503 15.638 13.780 -0.362
C -2.661 15.383 14.475 -0.377
C -3.120 13.887 14.438 -0.489
O -4.547 13.959 14.289 -0.288
C -5.285 12.810 14.634 -0.773
H 2.839 15.915 16.193 0.278
H 1.596 16.396 17.238 0.326
H 2.382 17.558 16.163 0.325
H 0.027 18.123 15.504 0.449
H -0.655 16.893 16.199 0.308
H -0.405 17.144 13.005 0.338
H -1.738 17.539 13.954 0.393
H -3.467 16.052 14.174 0.324
H -2.489 15.722 15.496 0.232
H -2.922 13.451 15.417 0.282
H -2.737 13.307 13.598 0.335
H -4.973 12.009 13.963 0.313
H -6.367 12.834 14.504 0.268
H -5.035 12.371 15.600 0.309
C -7.250 0.884 10.908 -0.789
O -6.336 0.508 11.868 -0.267
C -5.821 1.679 12.570 -0.700
C -4.741 1.386 13.711 -0.483
O -3.922 0.209 13.522 -0.338
C -3.141 0.311 12.339 -0.506
C -2.488 -1.089 12.117 -0.557
O -3.508 -2.046 12.034 -0.308
C -2.835 -3.299 11.629 -0.805
H -6.743 1.315 10.045 0.317
H -8.057 1.462 11.357 0.299
H -7.742 0.051 10.405 0.258
H -6.660 2.131 13.099 0.489
H -5.596 2.474 11.859 0.416
H -5.164 1.103 14.675 0.321
H -4.191 2.327 13.726 0.311
H -2.416 1.119 12.432 0.435
H -3.692 0.547 11.428 0.254
H -1.903 -1.408 12.980 0.373
H -1.843 -1.023 11.241 0.383
H -2.927 -3.571 10.577 0.295
H -3.287 -4.122 12.183 0.242
H -1.746 -3.262 11.677 0.361
C -20.561 2.089 3.600 -0.826
O -21.929 1.664 3.248 -0.214
C -22.301 2.126 1.950 -0.448
C -23.842 1.870 1.813 -0.651
O -24.095 0.463 1.989 -0.326
C -23.654 -0.470 0.989 -0.404
C -24.458 -1.762 0.919 -0.595
O -25.444 -1.743 -0.189 -0.303
C -25.714 -2.939 -0.825 -0.805
H -20.643 3.097 4.007 0.318
H -19.781 1.833 2.884 0.308
H -20.271 1.465 4.446 0.239
H -21.747 1.630 1.153 0.338
H -22.122 3.195 1.840 0.452
H -24.198 2.383 0.919 0.355
H -24.314 2.197 2.740 0.307
H -22.619 -0.690 1.248 0.241
H -23.672 0.052 0.032 0.390
H -24.887 -2.165 1.836 0.372
H -23.702 -2.532 0.769 0.353
H -26.271 -3.581 -0.142 0.316
H -24.933 -3.449 -1.388 0.308
H -26.503 -2.740 -1.550 0.275
C -25.527 -3.627 6.626 -0.641
O -25.998 -2.466 7.235 -0.346
C -25.654 -1.265 6.705 -0.499
C -24.240 -0.925 7.040 -0.466
O -23.956 -1.143 8.407 -0.333
C -22.592 -0.911 8.829 -0.793
C -21.652 -2.099 8.988 -0.233
O -22.149 -2.882 10.061 -0.303
C -21.413 -4.072 10.355 -0.774
H -25.907 -3.715 5.609 0.283
H -25.734 -4.563 7.143 0.251
H -24.444 -3.535 6.538 0.249
H -26.239 -0.469 7.165 0.294
H -25.814 -1.335 5.629 0.318
H -24.122 0.110 6.716 0.375
H -23.458 -1.368 6.424 0.363
H -22.614 -0.519 9.846 0.329
H -22.154 -0.060 8.306 0.446
H -20.698 -1.648 9.262 0.316
H -21.576 -2.707 8.087 0.312
H -21.648 -4.176 11.414 0.261
H -20.326 -4.032 10.290 0.316
H -21.688 -4.945 9.763 0.276
C -14.015 12.521 4.230 -0.755
O -13.067 12.934 3.173 -0.226
C -13.422 12.414 1.897 -0.621
C -12.487 12.892 0.710 -0.576
O -11.172 12.827 1.134 -0.176
C -10.082 12.930 0.175 -0.751
C -8.743 12.314 0.560 -0.451
O -8.223 12.864 1.738 -0.213
C -6.864 12.949 1.705 -0.792
H -14.158 11.445 4.324 0.311
H -14.994 12.929 3.979 0.310
H -13.575 12.870 5.164 0.214
H -14.474 12.612 1.690 0.393
H -13.172 11.359 2.009 0.305
H -12.674 13.914 0.381 0.357
H -12.799 12.101 0.029 0.350
H -9.998 13.994 -0.047 0.318
H -10.511 12.628 -0.780 0.448
H -8.111 12.414 -0.323 0.418
H -8.929 11.247 0.682 0.265
H -6.383 12.080 1.257 0.334
H -6.478 13.123 2.710 0.190
H -6.623 13.680 0.934 0.348
C -16.070 -5.583 1.025 -0.701
O -15.327 -4.841 1.943 -0.319
C -16.120 -4.085 2.865 -0.575
C -15.098 -2.956 3.366 -0.405
O -13.834 -3.509 3.763 -0.279
C -13.040 -2.636 4.489 -0.657
C -13.601 -2.104 5.795 -0.524
O -14.134 -3.184 6.576 -0.325
C -15.180 -2.733 7.457 -0.639
H -15.747 -5.368 0.006 0.249
H -17.136 -5.367 1.091 0.307
H -15.818 -6.640 0.946 0.255
H -16.382 -4.592 3.793 0.257
H -17.022 -3.796 2.326 0.422
H -15.587 -2.343 4.123 0.311
H -15.000 -2.292 2.507 0.307
H -12.794 -1.828 3.799 0.383
H -12.084 -3.157 4.542 0.354
H -14.235 -1.228 5.662 0.459
H -12.696 -1.863 6.353 0.330
H -14.999 -1.716 7.804 0.310
H -15.258 -3.351 8.352 0.252
H -16.077 -2.823 6.845 0.226
C -13.371 1.471 18.216 -0.783
O -12.341 2.378 17.960 -0.266
C -11.340 2.469 19.046 -0.672
C -9.914 2.898 18.605 -0.342
O -9.798 4.203 18.069 -0.243
C -8.527 4.853 18.058 -0.737
C -7.488 4.831 19.188 -0.602
O -7.205 3.444 19.403 -0.289
C -6.042 3.435 20.204 -0.837
H -14.295 1.581 17.648 0.252
H -13.652 1.725 19.238 0.336
H -13.012 0.442 18.246 0.289
H -11.156 1.450 19.387 0.371
H -11.704 3.026 19.909 0.365
H -9.409 2.209 17.929 0.354
H -9.298 2.842 19.503 0.285
H -8.511 5.916 17.817 0.447
H -7.983 4.618 17.143 0.378
H -8.090 5.196 20.020 0.330
H -6.698 5.560 19.006 0.488
H -6.144 4.061 21.090 0.331
H -5.182 3.795 19.639 0.309
H -5.837 2.392 20.444 0.251
```

Summary:
LUMO energy = -1.77 eV
net charge = 0
energy = -245401.6981 eV
HOMO = -9.21 eV

=====

2.
DFT (the ωB97M-V functional and the def2-TZVPD basis) results for a cluster of 4 separate species, C7H22ClO13P2 in total.

```
45
Properties=species:S:1:pos:R:3:mulliken_charge:R:1
Cl -31.221 0.601 -3.885 1.699
O -32.164 -0.265 -4.570 -0.589
O -30.517 1.417 -4.834 -0.681
O -31.953 1.422 -2.938 -0.664
O -30.288 -0.236 -3.158 -0.730
C -29.694 2.221 -0.156 -0.639
O -30.628 3.229 -0.565 -0.101
P -31.197 4.264 0.474 0.996
O -30.427 5.474 0.726 -0.760
O -31.519 3.342 1.735 -0.244
C -31.582 3.870 3.056 -0.727
O -32.657 4.554 -0.092 -0.400
C -33.368 3.463 -0.714 -0.514
H -28.696 2.413 -0.540 0.254
H -29.998 1.273 -0.607 0.217
H -29.715 2.039 0.916 0.310
H -32.498 4.455 3.178 0.282
H -30.798 4.621 3.199 0.336
H -31.473 3.043 3.745 0.222
H -34.319 3.319 -0.208 0.295
H -32.767 2.558 -0.729 0.228
H -33.523 3.690 -1.768 0.244
C -33.764 -3.146 -5.229 -0.626
O -33.623 -4.073 -6.321 -0.307
P -32.239 -4.691 -6.732 1.027
O -31.192 -3.720 -7.026 -0.644
O -31.950 -5.737 -5.585 -0.277
C -30.837 -6.634 -5.710 -0.678
O -32.621 -5.641 -7.943 -0.326
C -33.168 -5.077 -9.119 -0.660
H -34.004 -2.165 -5.622 0.180
H -32.909 -3.137 -4.558 0.333
H -34.610 -3.471 -4.618 0.331
H -30.061 -6.265 -6.379 0.346
H -31.184 -7.577 -6.140 0.243
H -30.496 -6.797 -4.694 0.240
H -32.434 -5.046 -9.927 0.261
H -33.514 -4.057 -8.942 0.298
H -34.023 -5.631 -9.509 0.251
C -34.180 1.747 -6.045 -0.488
O -34.542 1.677 -4.693 -0.530
H -33.224 2.271 -6.208 0.241
H -34.007 0.765 -6.504 0.148
H -34.907 2.323 -6.619 0.301
H -33.764 1.347 -4.223 0.300
```

Summary:
LUMO energy = 2.63 eV
relative energy (zero: lowest compared OMol25 entry of this formula, charge and spin) = 0.0 kJ/mol
net charge = -1
energy = -65332.5495 eV
HOMO = -6.41 eV